[1]
This record from the OMol25 dataset describes a structure of composition C14H28Br10O4Sr3 at a distorted geometry. The level of theory is wB97M-V/def2-TZVPD.

XYZ file:
```
59
Properties=species:S:1:pos:R:3:forces:R:3:lowdin_charge:R:1
Sr -2.0073 -4.3184 0.1797 2.25 1.15 -1.82 1.4724
Sr -3.9008 -0.9228 0.0521 2.53 1.40 0.60 1.4857
Sr -2.0898 0.0635 -3.5849 1.06 -2.29 -0.27 1.3839
O -1.6629 -1.9111 0.9097 -2.25 -0.36 -1.12 -0.6171
C -0.7185 -0.8372 0.7814 0.38 -1.21 0.47 -0.3932
C -0.6810 -0.0259 -0.5060 -0.53 -0.24 -0.86 -0.4041
O -1.9424 0.4506 -1.0259 -1.28 -1.11 -0.09 -0.6153
H 0.2732 -1.3033 0.8704 -0.34 0.05 -0.48 0.0242
H -0.7484 -0.2484 1.7048 -0.80 0.47 -0.49 0.0804
H -0.2008 -0.5948 -1.3132 0.03 -0.55 0.16 0.0955
H -0.0027 0.8207 -0.3485 -0.50 -0.85 0.15 -0.0264
O -1.1083 -3.8189 -2.0767 -1.42 -0.30 2.30 -0.5001
C -0.1265 -3.6792 -3.0362 0.51 -0.13 -0.69 -0.3963
C -0.3315 -2.6568 -4.2019 -0.80 1.42 0.57 -0.4310
O -1.6333 -2.3503 -4.6089 -0.33 1.41 0.97 -0.4436
H 0.1240 -4.6003 -3.5804 -0.44 -0.44 0.42 0.1031
H 0.8153 -3.3922 -2.5425 0.18 0.11 -0.10 0.0894
H 0.3191 -2.9576 -5.0337 -0.14 -0.30 -0.09 0.1090
H 0.1388 -1.6947 -3.8828 0.32 0.02 0.37 0.0018
Br -3.4506 1.8388 2.1888 -0.16 -0.38 -0.55 0.6146
C -3.2371 3.0746 0.6359 -0.85 0.50 1.12 -0.7370
C -4.1017 4.2856 0.8024 -0.68 -0.67 0.29 -0.6417
Br -5.9929 3.7590 0.8136 0.13 0.24 -0.21 0.6160
H -3.4135 2.4825 -0.2522 0.19 0.04 -0.10 0.0313
H -2.1945 3.3687 0.7574 -1.92 0.27 -0.30 -0.1889
H -3.9506 4.9838 -0.0164 -0.03 0.04 0.02 0.0769
H -3.9112 4.7445 1.7685 -0.05 0.21 -0.12 0.0668
Br 4.4332 -0.4719 -2.1061 -0.44 0.21 -0.04 0.6895
C 2.5439 -0.1592 -2.4991 -0.08 -0.63 0.30 -0.7047
C 2.4867 0.8163 -3.6500 0.49 -1.03 0.56 -0.6284
Br 0.6132 1.0869 -4.1872 0.20 0.63 -0.45 0.6776
H 2.0221 0.1524 -1.5939 0.46 0.36 0.00 0.0011
H 2.1079 -1.1388 -2.6948 0.17 0.05 -0.49 0.0435
H 3.0218 0.4085 -4.5010 -0.28 0.12 -0.27 0.0744
H 2.8526 1.7931 -3.3495 -0.28 -0.40 -0.41 -0.1127
Br 3.1167 3.6826 -2.3067 0.17 0.97 0.20 0.7996
C 1.9324 3.8081 -0.7535 0.02 -0.17 -0.82 -0.6039
C 0.8278 2.8024 -0.9980 0.35 0.88 0.86 -0.5663
Br -0.4612 2.8446 0.5139 3.42 0.21 -0.26 0.9582
H 1.5516 4.8230 -0.7494 0.17 0.04 0.28 0.0668
H 2.6239 3.5623 0.0402 -0.50 0.10 0.43 -0.0238
H 1.2439 1.8027 -1.0764 -0.25 0.14 -0.06 0.0202
H 0.1871 3.0957 -1.8195 0.25 -0.22 -0.27 0.0489
Br 2.7134 -1.1210 1.1932 -0.04 0.19 -0.12 0.7034
C 1.5614 0.1035 2.2159 1.21 0.43 0.21 -0.6813
C 2.4593 0.8717 3.1879 -0.35 -0.94 -0.09 -0.7085
Br 3.5172 2.1937 2.2503 -0.08 -0.04 0.20 0.7146
H 0.8487 -0.5764 2.6694 0.25 0.47 0.42 -0.0180
H 1.0793 0.8087 1.5417 0.04 -0.29 -0.06 -0.0075
H 3.1461 0.1546 3.6291 0.17 0.25 0.14 0.0261
H 1.8844 1.3347 3.9863 -0.02 0.28 -0.16 0.0638
Br 1.1782 -1.7044 5.1839 -0.53 -0.83 -0.09 0.7330
C 0.0703 -2.9095 4.0737 -0.30 0.97 -0.65 -0.6817
C -0.7331 -3.9049 4.8597 0.89 0.00 0.68 -0.6152
Br -1.7164 -5.0916 3.6331 0.03 0.07 -0.03 0.6359
H 0.7179 -3.3790 3.3381 0.25 -0.12 0.26 0.0597
H -0.5937 -2.2468 3.5169 0.01 0.03 0.05 0.0340
H -1.4545 -3.4854 5.5531 -0.17 0.15 -0.27 0.0713
H -0.0464 -4.5171 5.4444 -0.28 -0.39 -0.19 0.0737
```
Forces are in eV/Å.

ΔE to the lowest compared entry with this formula, charge and spin = 0.0 kJ/mol
LUMO = -7.80 eV
orbital gap = 4.042 eV
charge = +2
calculated total energy = -26682.90774 a.u.

---

[2]
This record from the OMol25 dataset describes a cluster of 7 separate species, C14H28Br14 in total at a distorted geometry. The level of theory is wB97M-V/def2-TZVPD.

XYZ file:
```
56
Properties=species:S:1:pos:R:3:forces:R:3:nbo_charge:R:1
Br -27.3204 -13.4612 6.4013 0.16 -0.10 0.00 -0.0242
C -28.7947 -13.1695 5.1542 0.43 -0.51 0.24 -0.4513
C -29.0929 -14.4601 4.4393 -0.47 -0.23 -0.39 -0.4315
Br -30.8174 -14.2257 3.5237 -0.03 -0.08 0.05 -0.0442
H -28.4378 -12.3854 4.5013 -0.31 0.09 -0.13 0.2464
H -29.6282 -12.8745 5.7810 -0.06 0.19 -0.14 0.2304
H -29.2349 -15.3171 5.0866 0.00 0.13 0.23 0.2390
H -28.4125 -14.7699 3.6526 0.28 0.35 0.07 0.2337
Br -28.1152 -15.7811 -1.5767 0.22 0.63 0.19 -0.0387
C -28.1841 -13.9322 -0.8430 -0.08 -0.33 0.31 -0.4088
C -28.1231 -14.0233 0.6838 -0.06 -0.60 -1.11 -0.4681
Br -28.6104 -12.3015 1.4440 0.18 -0.31 -0.10 0.0086
H -29.1491 -13.5742 -1.1819 -0.01 0.13 0.08 0.2247
H -27.3907 -13.3257 -1.2668 0.09 -0.21 -0.14 0.2264
H -27.1440 -14.3287 1.0393 0.11 0.30 0.02 0.2317
H -28.8011 -14.8391 0.9278 -0.35 0.48 0.70 0.2259
Br -29.0026 -9.6827 5.4073 0.07 0.01 -0.11 -0.0114
C -28.5537 -7.9113 4.7573 -0.52 0.76 -0.50 -0.4528
C -27.1826 -7.5131 5.2644 -0.62 0.13 -0.56 -0.4288
Br -26.6298 -5.8154 4.4201 -0.20 -0.45 0.30 -0.0232
H -29.3827 -7.2702 5.0548 0.32 0.09 0.54 0.2274
H -28.6257 -7.8606 3.6705 0.35 -0.60 0.00 0.2282
H -26.4777 -8.2678 4.9358 0.28 0.12 0.28 0.2296
H -27.2083 -7.3708 6.3368 0.33 0.00 0.05 0.2328
Br -29.4182 -16.4722 7.6270 -0.14 0.04 0.08 -0.0111
C -28.4329 -17.7828 8.6515 0.09 -0.35 0.69 -0.4458
C -29.2400 -18.2125 9.8729 -0.53 -0.08 -0.81 -0.4449
Br -28.1643 -19.4122 10.9886 -0.37 0.43 -0.25 -0.0019
H -27.4794 -17.3591 8.9502 -0.01 0.16 -0.17 0.2285
H -28.2807 -18.6314 7.9939 0.13 0.01 -0.03 0.2276
H -30.1161 -18.7518 9.5119 0.17 -0.34 0.21 0.2217
H -29.6593 -17.3814 10.4335 0.59 0.06 0.33 0.2290
Br -24.8926 -13.3957 9.9002 0.01 0.37 -0.03 -0.0419
C -24.6647 -11.4579 9.5371 0.13 -0.88 0.30 -0.4194
C -25.8059 -11.0178 8.6687 0.15 0.22 -0.10 -0.4397
Br -25.5015 -9.1096 8.3164 -0.21 -0.20 -0.06 -0.0305
H -23.6846 -11.3892 9.0781 -0.13 0.12 -0.26 0.2289
H -24.6150 -10.9732 10.5062 -0.25 0.04 0.00 0.2285
H -26.7806 -11.1393 9.1314 0.08 0.21 0.21 0.2326
H -25.8460 -11.5412 7.7180 0.24 0.20 -0.03 0.2400
Br -33.5679 -18.0157 2.7388 -0.20 0.13 0.14 -0.0185
C -33.9960 -16.2223 3.3913 0.50 0.10 0.44 -0.4571
C -34.9199 -15.5196 2.4373 0.04 0.38 0.43 -0.4228
Br -35.0395 -13.6449 3.0568 0.01 -0.37 -0.27 -0.0246
H -33.0384 -15.7220 3.5176 -0.05 0.00 -0.43 0.2376
H -34.3833 -16.2710 4.4073 -0.35 -0.38 -0.18 0.2301
H -35.9332 -15.9021 2.4819 0.01 -0.07 -0.11 0.2282
H -34.5386 -15.5236 1.4226 -0.04 0.14 -0.02 0.2271
Br -30.4780 -20.4385 1.5937 0.02 0.05 -0.38 0.0046
C -30.2439 -18.7536 0.6605 0.39 1.11 0.90 -0.4688
C -30.0637 -17.6356 1.7009 0.47 -0.26 -0.03 -0.4106
Br -28.1384 -17.6026 2.2442 -0.76 0.15 0.00 -0.0588
H -31.0919 -18.5391 0.0180 -0.15 -0.27 0.07 0.2328
H -29.3172 -18.7473 0.0952 -0.18 -0.54 -0.31 0.2361
H -30.6365 -17.7780 2.6102 0.07 -0.12 0.00 0.2389
H -30.2935 -16.6455 1.3145 0.15 -0.04 -0.21 0.2223
```
Forces are in eV/Å.

ΔE to the lowest compared entry with this formula, charge and spin = 63.2 kJ/mol
SMILES = BrCCBr.BrCCBr.BrCCBr.BrCCBr.BrCCBr.BrCCBr.BrCCBr
LUMO = 0.23 eV
orbital gap = 10.333 eV
charge = 0
calculated total energy = -36586.44554 a.u.